No. 1
ORCA calculation (ωB97M-V/def2-TZVPD) on one molecule with the formula C5H7NO at a distorted geometry.

SMILES string: OCC#C[C@H]1CN1

Atoms and positions in Å:
O  1.4468  -1.2281  0.7102
N  -1.3342  -0.2387  0.7726
C  0.0988  1.1913  -0.4682
C  1.2041  0.7290  -0.6379
C  -2.0815  -0.0278  -0.4592
C  2.0999  -0.3782  -0.1997
C  -1.2381  1.0722  0.0743
H  3.0437  0.0335  0.1725
H  -1.6985  1.9448  0.5416
H  -1.7996  -0.4690  -1.4160
H  -0.4506  -0.7304  0.6593
H  2.3167  -0.9968  -1.0756
H  -3.1574  0.0750  -0.3121
H  1.5501  -0.9767  1.6383

Results of the Löwdin charge analysis, in e, for atoms 1 through 4: O -0.07; N 0.04; C 0.01; C 0.00



No. 2
ORCA calculation (ωB97M-V/def2-TZVPD) on one molecule with the formula C5H7NO.

SMILES string: Cc1occc1N

Atoms and positions in Å:
O  0.7893  -1.4791  -0.2865
N  -0.5664  1.8231  -0.3597
C  1.8558  -0.7597  0.1320
C  -1.6167  -1.0974  0.1425
C  0.1683  0.6569  -0.0620
C  -0.2809  -0.6139  -0.3023
C  1.4973  0.5241  0.4241
H  -2.1668  -1.7360  -0.5475
H  -0.8234  1.7951  -1.3442
H  -2.2088  -0.2102  0.3907
H  2.8307  -1.1367  -0.1307
H  -0.0091  2.6594  -0.2257
H  2.0036  1.2180  1.0817
H  -1.4729  -1.6435  1.0874

Results of the Löwdin charge analysis, in e, for atoms 1 through 4: O 0.02; N 0.09; C -0.12; C -0.02



DFT total energy
In order: -8831.9746; -8834.3995
Unit: eV
Energy above the lowest of the compared OMol25 structures with the same formula, charge and spin
In order: 97.5; 41.6
Unit: kcal per mole
Gap between HOMO and LUMO
In order: 9.849; 8.675
Unit: eV